# 1
C4H8N2O in the gas phase. Source: OMol25; level of theory: wB97M-V/def2-TZVPD.

Results
Lowest unoccupied orbital energy = 0.722 eV
E_HOMO = -8.44 eV

Last column: natural (NBO) charge in e.
Atoms and positions in Å:
N -0.8660 1.6223 0.0969  -0.828
C 1.8894 -0.2461 0.5823  -0.827
H -1.5289 -2.1158 0.8946  0.360
O 0.3073 -1.6440 -0.5239  -0.520
H 2.6933 0.3052 0.0781  0.253
C -0.7602 -0.7818 -0.1866  0.552
H -1.6320 1.4268 0.7301  0.373
H 2.3620 -0.6404 1.4926  0.260
H 1.0862 0.4544 0.8493  0.228
C -0.8009 0.5549 -0.8935  -0.305
H -1.0614 2.5097 -0.3505  0.365
C 1.5913 -1.4675 -0.2456  0.320
H -1.6757 0.5273 -1.5620  0.205
H 0.0975 0.6654 -1.5112  0.206
N -1.7018 -1.1705 0.5494  -0.640

=====

# 2
A 3-piece molecular cluster, C2H10N2O3 overall. Source: OMol25; level of theory: wB97M-V/def2-TZVPD.

Results
Lowest unoccupied orbital energy = 0.517 eV
SMILES string = NCC(N)=O.O.O
E_HOMO = -9.58 eV

Last column: natural (NBO) charge in e.
Atoms and positions in Å:
H 1.0873 0.5237 -0.4980  0.200
H -0.4305 1.3222 0.0153  0.177
O -0.1384 2.9832 2.2593  -0.942
H -0.5845 3.2496 1.4547  0.477
H -0.6636 0.8801 -2.2914  0.361
C -0.1812 -0.7369 0.5650  0.689
O 0.1618 -1.8710 0.2833  -0.648
H -0.4125 -1.1322 2.5339  0.408
H -0.9056 0.4791 2.0769  0.397
H 1.2201 -2.9658 -2.6546  0.467
O 1.3306 -2.0948 -2.2627  -0.979
H -0.4201 -0.7171 -2.0598  0.391
H 0.9630 -2.1878 -1.3657  0.495
N -0.6230 -0.4527 1.8232  -0.818
N -0.7464 0.1333 -1.6166  -0.835
H 0.3435 2.1640 2.1397  0.470
C -0.0005 0.4232 -0.4025  -0.311

=====

# 3
C7H5NO2 as an isolated structure. Source: OMol25; level of theory: wB97M-V/def2-TZVPD.

Results
Lowest unoccupied orbital energy = -1.383 eV
E_HOMO = -10.33 eV

Last column: natural (NBO) charge in e.
Atoms and positions in Å:
H -3.0670 0.4562 -2.1564  0.254
N 3.5996 -1.1114 0.6158  -0.329
C 2.6917 -0.7198 1.3082  0.318
H 3.1727 0.0984 -0.6006  0.539
H -1.3534 0.3201 -2.6395  0.252
H 1.3346 0.7498 -0.3433  0.488
C 1.4474 -1.1398 1.8322  -0.068
C -2.0473 0.8014 -1.9369  -0.707
H -2.0190 1.8908 -2.0829  0.254
O 2.2877 0.8798 -0.2747  -1.024
C -1.4947 0.0058 0.5380  -0.156
C 0.2314 -1.1516 1.8975  0.050
O -1.9272 -0.8255 2.6756  -0.447
C -1.6883 0.4826 -0.5640  0.149
C -1.1682 -0.7367 1.7310  0.428

=====

# 4
C6H12N2O in the gas phase. Source: OMol25; level of theory: wB97M-V/def2-TZVPD.

Results
Lowest unoccupied orbital energy (alpha / beta) = 0.648 / 0.726 eV
E_HOMO (alpha / beta) = -6.54 / -6.63 eV

Last column: natural (NBO) charge in e.
Atoms and positions in Å:
C -0.9335 0.6933 1.2042  -0.628
H -0.5154 -2.2469 -1.4332  0.483
H -3.0715 -0.1008 -0.1387  0.222
C 0.2662 -0.6730 -0.6212  0.143
H -0.8811 1.7362 0.8451  0.179
C -2.2623 -0.7861 -0.4141  -0.654
H 2.6457 1.3469 0.0136  0.378
H -2.3182 -0.8915 -1.4984  0.210
N 0.5004 1.7755 -1.4911  -0.658
H -2.4970 -1.7623 0.0149  0.218
N 2.1876 0.7780 0.7145  -0.858
H -0.0983 0.5640 1.8928  0.221
H 0.5190 2.3527 -0.6218  0.348
H 2.4837 -0.9344 -0.4888  0.192
C 1.7997 -0.4980 0.2451  -0.164
C -0.9228 -0.2886 0.0761  -0.086
H 1.5801 -1.1768 1.0663  0.208
C 0.3008 0.5784 -1.3461  0.340
H 2.7175 0.7635 1.5757  0.384
H -1.8502 0.5955 1.7850  0.217
O 0.3496 -1.8253 -1.3799  -0.693

=====

# 5
A 5-piece molecular cluster, H10O5 overall. Source: OMol25; level of theory: wB97M-V/def2-TZVPD.

Results
Lowest unoccupied orbital energy = 0.152 eV
SMILES string = O.O.O.O.O
E_HOMO = -11.05 eV

Last column: natural (NBO) charge in e.
Atoms and positions in Å:
O -2.8734 1.6579 0.0883  -0.930
H -2.0611 2.1767 0.0873  0.466
H 3.5904 0.5355 -0.7545  0.477
H -2.0748 -0.9053 -1.1613  0.474
H 2.7021 1.6219 -0.1708  0.466
O -0.1487 -0.2986 0.7168  -0.947
O -2.5911 -1.2387 -0.4188  -0.932
H -0.8846 -0.8853 0.5091  0.488
O 3.6268 1.3707 -0.2747  -0.944
O 2.0507 -1.4564 -0.0021  -0.944
H -2.6025 0.7974 -0.2512  0.450
H -3.4090 -0.7300 -0.4548  0.481
H 1.9238 -1.3624 0.9487  0.483
H -0.4626 0.5737 0.4532  0.451
H 2.7630 -2.1010 -0.0810  0.460

=====

# 6
C4H4O2 in the gas phase. Source: OMol25; level of theory: wB97M-V/def2-TZVPD.

Results
Lowest unoccupied orbital energy = 0.710 eV
SMILES string = COC#CC=O
E_HOMO = -9.86 eV

Last column: natural (NBO) charge in e.
Atoms and positions in Å:
H -1.4271 0.3540 0.9098  0.205
C 2.2016 -0.5337 0.4147  0.369
C 0.2884 0.7038 -0.7231  0.417
O 1.7960 -1.0855 1.4156  -0.517
H -1.8478 -0.8515 -0.3392  0.195
C 1.3767 0.4445 -0.2558  -0.290
H 3.1653 -0.8056 -0.0441  0.134
O -0.9435 0.8876 -1.0544  -0.468
C -1.8143 0.2162 -0.1038  -0.247
H -2.7954 0.6701 -0.2199  0.203